The following is a DFT calculation (ωB97M-V with the def2-TZVPD basis set) of a gas-phase ion, C7H10N4S (charge +2).

Values from the calculation:
ΔE to the lowest compared entry with this formula, charge and spin = 0.000 eV
SMILES = CC/C(=C\N=C=S)N/C=[NH+]/C#[NH+]
Molecular weight = 182.25 g mol⁻¹
HOMO-LUMO gap (spin up / spin down) = 6.56 / 6.56 eV
HOMO energy (spin up / spin down) = -15.446 / -15.445 eV

Structure (ORCA input):
```
! RIJCOSX wB97M-V def2-TZVPD def2/J DEFGRID3
* xyz 2 1
S -5.11 -1.75 0.01
N -2.64 -0.49 0.13
N 3.53 -3.28 0.10
N 1.63 -1.76 0.21
N 0.82 0.37 -0.23
C -3.76 -1.02 0.12
C -0.29 2.95 -0.19
C -0.45 0.30 0.07
C 2.65 -2.53 0.14
C -1.33 -0.70 -0.11
C -1.07 1.70 0.29
C 1.81 -0.41 -0.17
H 4.15 -4.06 -0.21
H 0.22 2.88 -1.19
H 0.80 -2.19 0.66
H 1.15 1.47 -0.42
H -1.28 1.76 1.37
H -2.02 1.70 -0.22
H -1.09 3.67 -0.37
H -1.02 -1.64 -0.27
H 0.39 3.16 0.67
H 2.91 -0.13 -0.37
*
```

---

The following is a DFT calculation (ωB97M-V with the def2-TZVPD basis set) of 2 unconnected molecules or ions with the total composition C4H8O2.

Values from the calculation:
ΔE to the lowest compared entry with this formula, charge and spin = 3.472 eV
SMILES = O=CC/C=C/O.[H][H]
Molecular weight = 88.11 g mol⁻¹
HOMO-LUMO gap = 9.62 eV
HOMO energy = -8.848 eV

Structure (ORCA input):
```
! RIJCOSX wB97M-V def2-TZVPD def2/J DEFGRID3
* xyz 0 1
O 1.56 0.10 1.55
O -1.32 1.79 -1.14
C 0.24 -1.37 0.13
C -0.82 -0.37 -0.27
C -0.64 0.62 -1.15
C 0.59 -0.61 1.40
H 1.65 1.01 -0.03
H 0.04 0.56 -1.99
H -1.68 -0.31 0.40
H -1.72 1.89 -0.26
H 1.35 1.23 -0.67
H 1.09 -1.41 -0.55
H -0.21 -0.60 2.16
H -0.14 -2.38 0.33
*
```

---

The following is a DFT calculation (ωB97M-V with the def2-TZVPD basis set) of a molecular structure, C19H10ClN5O4STl.

Values from the calculation:
Molecular weight = 644.22 g mol⁻¹
HOMO-LUMO gap = 8.05 eV
HOMO energy = -12.805 eV

Structure (ORCA input):
```
! RIJCOSX wB97M-V def2-TZVPD def2/J DEFGRID3
* xyz 1 1
Tl -0.19 -0.40 0.80
Cl -0.99 0.34 2.90
S -4.65 1.63 -5.17
O 0.66 -2.27 0.73
O 1.74 -3.92 1.72
O 5.57 0.68 5.18
O 4.93 2.21 3.81
N -0.86 1.39 -0.49
N -3.78 2.55 -4.17
N -4.28 0.17 -4.61
N 4.93 1.08 4.23
N -1.51 -1.22 -0.90
C 2.73 -0.46 1.66
C 1.62 -2.74 1.55
C -2.04 -0.31 -1.73
C -1.71 1.10 -1.49
C 3.52 0.46 2.32
C -3.15 1.72 -3.35
C -0.52 2.65 -0.24
C -2.46 -2.98 -2.17
C -3.05 -2.06 -3.01
C -3.44 0.35 -3.61
C 2.50 -1.72 2.21
C 3.90 -1.16 4.08
C -2.25 2.10 -2.28
C 4.09 0.09 3.52
C -1.69 -2.52 -1.11
C 3.10 -2.07 3.41
C -1.02 3.70 -0.99
C -2.85 -0.70 -2.79
C -1.88 3.43 -2.03
H -3.67 -2.37 -3.85
H -1.21 -3.20 -0.41
H 4.38 -1.40 5.02
H 2.35 -0.22 0.67
H -2.29 4.21 -2.65
H -0.71 4.72 -0.77
H 2.93 -3.06 3.82
H 0.16 2.82 0.59
H -2.58 -4.04 -2.33
H 3.72 1.44 1.92
*
```

---

The following is a DFT calculation (ωB97M-V with the def2-TZVPD basis set) of a molecular structure, C50H56F6N10O7S2.

Values from the calculation:
Molecular weight = 1087.18 g mol⁻¹
HOMO-LUMO gap = 6.44 eV
HOMO energy = -19.423 eV

Structure (ORCA input):
```
! RIJCOSX wB97M-V def2-TZVPD def2/J DEFGRID3
* xyz 6 1
S -3.59 -3.95 -0.01
S -2.19 -2.34 1.53
F -1.85 -2.40 4.12
F -3.73 -1.48 3.55
F -1.83 -0.39 3.28
F -1.89 -5.65 1.00
F -2.59 -6.16 -0.94
F -3.88 -6.45 0.79
O -4.97 -4.03 -0.37
O 0.34 0.11 0.53
O -0.97 1.55 1.57
O -2.72 -3.42 -1.03
O -0.89 -2.98 1.58
O -1.06 1.42 -0.59
O -2.35 -1.24 0.59
N 0.15 0.38 -4.60
N 3.42 0.09 11.15
N 3.55 5.60 -9.08
N 1.29 -5.22 -0.60
N -4.56 1.62 2.47
N -0.60 1.00 0.52
N -3.42 -3.36 1.49
N 2.75 -0.43 4.28
N 2.99 3.93 -2.38
N -6.31 -2.69 -2.70
C 3.16 -0.02 8.47
C 0.04 1.55 -5.54
C 0.63 -3.04 -2.06
C -2.42 -1.60 3.23
C -4.24 1.01 0.20
C 1.74 -6.42 0.19
C -6.66 -3.74 -3.65
C 1.26 -2.92 -0.83
C 3.21 5.20 -2.71
C -0.27 -0.70 -2.53
C -5.67 -0.78 -0.84
C -6.97 -1.26 -0.98
C 0.70 -5.38 -1.79
C 4.35 0.36 9.07
C -2.96 -5.69 0.23
C 4.41 0.42 10.41
C -5.57 0.75 2.57
C -5.90 -0.07 1.51
C 2.68 6.26 -8.31
C -5.31 0.12 0.27
C 3.33 5.00 -6.43
C 2.84 3.59 -0.94
C 1.50 -4.02 -0.11
C 3.87 -0.80 4.91
C -5.09 -2.14 -2.71
C 2.26 -0.28 10.63
C 1.74 0.04 4.97
C 1.85 0.25 6.32
C 3.03 -0.08 6.99
C -4.80 -1.13 -1.85
C 2.60 6.02 -6.99
C 3.61 0.01 12.66
C 4.21 4.31 -7.25
C -0.40 0.38 -3.36
C 0.86 -1.86 -4.30
C 3.17 4.62 -5.01
C -3.90 1.77 1.31
C 4.05 -0.58 6.23
C 3.29 5.58 -4.03
C 2.92 3.28 -4.64
C 2.10 -0.27 9.29
C 2.76 2.98 -3.30
C 0.72 -0.75 -5.09
C -4.31 2.52 3.63
C 2.62 -0.69 2.79
C 3.64 5.88 -10.55
C 0.40 -1.84 -2.98
C -7.26 -2.22 -1.88
C 4.38 4.70 -8.52
C 0.31 -4.30 -2.50
H 4.79 3.50 -6.83
H -0.63 -0.65 -1.50
H -3.76 -0.83 -1.86
H -4.39 -2.59 -3.39
H 4.50 0.58 12.92
H 3.51 6.62 -4.24
H 3.34 4.97 -11.07
H -5.21 3.09 3.83
H 2.14 7.09 -8.76
H 1.36 -6.32 1.20
H 1.43 -7.30 -0.35
H 3.72 -1.03 12.96
H 1.39 -1.93 -0.42
H 3.28 2.63 -0.74
H -4.06 1.91 4.49
H 5.22 0.59 8.48
H 0.61 -6.39 -2.15
H -0.17 -4.46 -3.46
H -7.74 -0.97 -0.28
H 1.18 -0.55 8.80
H 2.76 0.47 13.15
H 3.24 5.87 -1.87
H -6.13 0.81 3.49
H 1.05 -0.73 -6.12
H 2.83 -6.37 0.25
H 0.19 2.52 -5.06
H 2.52 2.00 -2.90
H 2.75 2.60 -5.46
H 4.62 -1.24 4.26
H 0.71 1.53 -6.39
H 2.91 6.64 -10.81
H 1.20 -2.75 -4.82
H 4.98 -0.85 6.71
H -3.44 3.15 3.46
H 1.48 -0.58 11.31
H 3.36 -0.08 2.29
H 1.59 -0.49 2.51
H -3.07 2.47 1.33
H 0.89 0.38 4.38
H -7.24 -4.50 -3.14
H 1.94 6.66 -6.41
H 5.32 0.70 10.92
H -7.31 -3.33 -4.43
H 1.99 -3.99 0.85
H -0.99 1.57 -5.91
H -5.77 -4.13 -4.13
H -8.21 -2.74 -1.92
H 5.07 4.18 -9.18
H 2.98 -1.71 2.66
H -0.83 1.33 -3.05
H 3.43 4.32 -0.38
H 1.79 3.69 -0.67
H -3.73 1.12 -0.75
H 1.04 0.65 6.91
H -6.67 -0.81 1.72
H 4.65 6.16 -10.82
*
```

---

The following is a DFT calculation (ωB97M-V with the def2-TZVPD basis set) of a molecular structure, C32H37ClN2NdSi2.

Values from the calculation:
Molecular weight = 685.53 g mol⁻¹
HOMO-LUMO gap (spin up / spin down) = 5.59 / 5.91 eV
HOMO energy (spin up / spin down) = -9.544 / -9.542 eV

Structure (ORCA input):
```
! RIJCOSX wB97M-V def2-TZVPD def2/J DEFGRID3
* xyz 1 4
Nd -0.10 -1.09 0.29
Cl -0.77 -5.50 -0.30
Si 1.30 -4.70 -0.21
Si 2.15 -6.76 -0.45
N -1.39 0.13 2.07
N -2.34 -0.79 -0.78
C 1.04 -0.08 -1.71
C 2.04 -0.21 -0.69
C 4.64 -3.36 -2.54
C -2.85 0.53 1.89
C 3.67 -8.71 2.85
C 0.10 0.91 -1.28
C 5.14 -6.85 2.30
C -3.05 1.25 0.57
C 4.81 -7.94 3.12
C 5.03 -7.51 -3.20
C 1.75 -4.90 2.63
C 1.87 -3.31 -2.73
C 2.99 -6.98 -2.08
C 0.52 1.40 0.01
C 3.20 -7.31 0.97
C 2.83 -8.39 1.79
C 3.85 -3.72 -1.44
C 2.48 -4.76 3.81
C 2.04 -4.12 1.50
C 2.42 -6.50 -3.27
C 2.45 -3.80 -1.54
C 4.54 -6.88 -4.35
C 4.25 -7.59 -2.06
C 1.72 0.69 0.38
C 4.35 -6.55 1.19
C 3.41 -3.71 3.93
C -3.34 0.35 -0.63
C 2.66 -2.88 -3.81
C 3.55 -2.80 2.89
C 3.23 -6.42 -4.39
C 4.06 -2.95 -3.74
C 2.86 -3.00 1.67
H 6.01 -6.23 2.49
H -3.46 -0.38 1.96
H -1.28 -0.37 2.96
H 2.35 -5.46 4.62
H 4.61 -5.74 0.52
H -0.81 0.97 2.20
H 4.59 -8.07 -1.14
H -2.21 1.92 0.33
H 2.82 -5.99 -5.30
H 0.55 -3.36 -0.22
H 0.78 -3.33 -2.84
H 6.02 -7.96 -3.18
H -3.91 1.93 0.69
H 0.99 -7.66 -0.53
H -2.83 -1.68 -0.62
H -2.04 -0.86 -1.77
H -4.34 -0.10 -0.54
H 2.92 -0.85 -0.76
H 3.44 -9.57 3.46
H 2.32 0.86 1.27
H 1.39 -6.15 -3.27
H 1.93 -8.95 1.56
H 3.97 -3.60 4.87
H 1.05 -0.58 -2.67
H -0.68 1.34 -1.89
H 4.35 -4.04 -0.52
H -3.15 1.18 2.74
H 4.19 -1.93 3.02
H 3.01 -2.28 0.86
H 2.19 -2.50 -4.71
H -3.34 0.94 -1.55
H 5.73 -3.37 -2.45
H 0.99 -5.68 2.54
H 5.46 -8.19 3.96
H 4.67 -2.67 -4.60
H 5.18 -6.77 -5.23
H 0.10 2.26 0.52
*
```

---

The following is a DFT calculation (ωB97M-V with the def2-TZVPD basis set) of a gas-phase ion, C10H11N2O (charge -1).

Values from the calculation:
ΔE to the lowest compared entry with this formula, charge and spin = 3.179 eV
SMILES = CC1=C[C@@]2(CC#N)C=C[C@]1(C)N2[O-]
Molecular weight = 175.21 g mol⁻¹
HOMO-LUMO gap = 5.79 eV
HOMO energy = -2.164 eV

Structure (ORCA input):
```
! RIJCOSX wB97M-V def2-TZVPD def2/J DEFGRID3
* xyz -1 1
O 1.89 1.63 0.36
N 3.04 -1.76 -3.75
N 0.97 1.30 -0.50
C -0.51 -1.37 1.76
C -1.28 1.46 1.02
C 2.79 -0.90 -3.00
C 2.56 0.18 -2.07
C 0.99 -1.07 -0.27
C -0.48 0.58 0.12
C 0.06 -0.72 0.59
C -1.08 0.58 -1.23
C 1.15 -0.01 -1.32
C -0.12 0.19 -2.08
H 2.46 1.19 -2.45
H -0.93 2.45 0.84
H -2.36 1.49 0.84
H -1.33 -1.93 1.44
H -2.07 0.97 -1.57
H -0.18 -0.05 -3.12
H -1.23 1.03 2.01
H -0.95 -0.68 2.49
H 3.35 0.25 -1.34
H 1.56 -2.10 -0.33
H 0.11 -2.14 2.16
*
```

---

The following is a DFT calculation (ωB97M-V with the def2-TZVPD basis set) of a molecular structure, C4H5CrO6.

Values from the calculation:
ΔE to the lowest compared entry with this formula, charge and spin = 0.482 eV
Molecular weight = 201.07 g mol⁻¹
HOMO-LUMO gap (spin up / spin down) = 7.45 / 7.89 eV
HOMO energy (spin up / spin down) = -13.860 / -13.864 eV

Structure (ORCA input):
```
! RIJCOSX wB97M-V def2-TZVPD def2/J DEFGRID3
* xyz 1 5
Cr 1.45 2.77 0.96
O -0.69 2.52 0.07
O -2.80 2.14 0.98
O -1.48 -0.49 -0.09
O 1.34 -0.46 -0.75
O 2.09 1.60 -0.57
O 1.24 0.64 1.21
C 0.70 -1.63 -0.21
C 1.66 0.57 0.03
C -1.80 2.28 0.41
C -0.80 -1.67 -0.45
H 0.92 -1.71 0.87
H -0.82 0.27 -0.36
H -0.97 -1.90 -1.52
H 1.18 -2.46 -0.73
H -1.22 -2.48 0.15
*
```

---

The following is a DFT calculation (ωB97M-V with the def2-TZVPD basis set) of 2 unconnected molecules or ions with the total composition C4H7NOS.

Values from the calculation:
ΔE to the lowest compared entry with this formula, charge and spin = 4.876 eV
Molecular weight = 117.17 g mol⁻¹
HOMO-LUMO gap = 8.00 eV
HOMO energy = -7.830 eV

Structure (ORCA input):
```
! RIJCOSX wB97M-V def2-TZVPD def2/J DEFGRID3
* xyz 0 1
S 2.11 -1.20 -0.94
O 0.59 2.68 0.01
N -0.64 0.76 0.15
C 0.39 1.45 0.31
C -1.62 -1.32 -0.66
C 2.40 -0.31 0.39
C -1.35 -0.21 0.32
H -2.12 -0.76 -1.55
H -2.40 -1.84 -0.12
H -0.78 -1.85 -0.88
H 2.05 -0.76 1.31
H -1.69 -0.35 1.27
H 3.21 0.44 0.54
H -0.14 3.26 -0.16
*
```

---

The following is a DFT calculation (ωB97M-V with the def2-TZVPD basis set) of 2 unconnected molecules or ions with the total composition C5H8N.

Values from the calculation:
ΔE to the lowest compared entry with this formula, charge and spin = 5.210 eV
Molecular weight = 82.13 g mol⁻¹
HOMO-LUMO gap (spin up / spin down) = 5.79 / 6.51 eV
HOMO energy (spin up / spin down) = -9.187 / -14.099 eV

Structure (ORCA input):
```
! RIJCOSX wB97M-V def2-TZVPD def2/J DEFGRID3
* xyz 1 3
N 0.80 -0.23 0.02
C -2.35 -0.01 0.11
C -2.87 -0.13 -1.08
C 1.91 0.04 -0.19
C -1.73 0.11 1.26
C 3.26 0.29 -0.16
H -1.70 -0.82 1.94
H -0.28 -0.22 0.29
H -2.47 -0.51 -2.09
H 3.68 0.78 0.77
H -1.52 1.01 1.71
H 3.43 0.84 -1.03
H 3.69 -0.75 -0.17
H -3.98 -0.20 -1.07
*
```

---

The following is a DFT calculation (ωB97M-V with the def2-TZVPD basis set) of 2 unconnected molecules or ions with the total composition C7H10O.

Values from the calculation:
ΔE to the lowest compared entry with this formula, charge and spin = 4.548 eV
SMILES = C=C=C=CC.CC=O
Molecular weight = 110.16 g mol⁻¹
HOMO-LUMO gap = 8.97 eV
HOMO energy = -8.791 eV

Structure (ORCA input):
```
! RIJCOSX wB97M-V def2-TZVPD def2/J DEFGRID3
* xyz 0 1
O -0.89 2.27 -1.36
C -1.01 1.05 1.77
C 0.51 -3.26 -0.12
C -1.22 0.07 0.63
C -0.49 -1.03 0.57
C 1.38 1.20 -1.12
C 0.02 -2.14 0.38
C -0.07 1.40 -1.52
H -0.16 0.67 2.43
H 1.74 1.98 -0.54
H 1.37 0.46 -0.37
H -2.08 0.38 0.12
H 1.46 -3.62 0.34
H -0.49 1.98 1.40
H 0.11 -3.91 -0.87
H -0.21 0.42 -2.08
H 1.89 1.00 -2.00
H -1.86 1.09 2.33
*
```

---

The following is a DFT calculation (ωB97M-V with the def2-TZVPD basis set) of a molecular structure, C34H48BrN4O4P2S3Sn.

Values from the calculation:
ΔE to the lowest compared entry with this formula, charge and spin = 3.543 eV
Molecular weight = 933.55 g mol⁻¹
HOMO-LUMO gap (spin up / spin down) = 5.17 / 5.53 eV
HOMO energy (spin up / spin down) = -14.775 / -14.766 eV

Structure (ORCA input):
```
! RIJCOSX wB97M-V def2-TZVPD def2/J DEFGRID3
* xyz 3 1
Sn -0.75 -0.54 0.55
Br -1.66 1.56 -7.94
S -1.42 2.97 -1.06
S -1.26 -1.07 5.50
S -5.53 -0.46 0.82
P 1.71 1.63 2.64
P 2.68 0.00 0.61
O -0.44 -0.07 -1.94
O -0.99 2.09 0.07
O -0.65 2.05 -2.69
O -0.66 -2.72 0.32
N -1.19 -1.06 2.97
N -0.20 -4.40 -1.19
N -3.02 -0.56 0.96
N -0.84 -4.88 0.98
C 0.93 -0.95 -5.91
C -0.60 5.33 -0.25
C 0.21 -0.31 -6.92
C -0.17 0.42 -4.27
C -0.68 0.70 -6.59
C 3.74 2.30 -0.73
C -2.70 -0.68 4.67
C -0.43 0.77 -2.85
C -2.48 -0.73 3.33
C -0.55 -3.97 0.04
C 2.71 1.85 4.14
C 4.08 -0.60 1.59
C 4.00 3.67 -0.73
C -2.12 5.50 -0.34
C -0.24 4.28 -1.29
C 3.01 1.76 0.33
C 2.54 2.58 1.35
C 2.85 -0.84 -0.99
C -0.86 1.09 -5.27
C -1.17 -6.28 0.70
C -0.44 -1.29 4.02
C -3.47 -0.58 2.27
C 0.73 -0.60 -4.59
C 0.97 -1.80 3.98
C 2.81 3.94 1.36
C -3.80 -0.47 -1.40
C -0.27 -3.45 -2.28
C -2.74 4.10 -0.29
C -4.82 -0.52 2.37
C 3.54 4.48 0.31
C 0.76 -5.50 -1.39
C -4.00 -0.50 0.08
C 0.12 2.40 3.06
C -1.06 -4.47 2.36
H -1.23 -2.93 -2.28
H -0.74 -3.45 2.50
H 2.32 1.23 4.95
H -1.34 -6.42 -0.36
H -2.12 -4.55 2.62
H 1.01 -5.97 -0.45
H 2.54 -1.88 -0.89
H -5.42 -0.53 3.27
H 0.36 -0.58 -7.95
H 5.01 -0.36 1.06
H -2.86 3.68 0.71
H 1.34 -1.78 2.96
H 1.68 -5.09 -1.82
H -0.08 6.27 -0.44
H -1.54 1.89 -5.03
H -0.50 -5.13 3.03
H -3.61 -0.46 5.20
H 1.63 -1.21 4.62
H -0.19 2.03 4.04
H -2.09 -6.53 1.23
H 4.12 1.68 -1.54
H 0.25 3.49 3.12
H 3.75 1.59 3.96
H 2.65 2.90 4.45
H -3.37 -1.42 -1.74
H 4.02 -1.69 1.72
H -0.65 2.17 2.32
H 2.21 -0.36 -1.74
H -3.12 0.33 -1.67
H 0.51 -2.70 -2.24
H 1.01 -2.82 4.34
H -2.50 6.11 0.48
H 1.29 -1.09 -3.80
H 2.47 4.58 2.16
H -0.32 4.97 0.74
H 3.89 -0.81 -1.30
H 3.77 5.54 0.30
H -2.39 5.99 -1.27
H 1.64 -1.72 -6.17
H 0.74 3.82 -1.19
H -3.65 3.99 -0.88
H -4.74 -0.33 -1.92
H -0.19 -4.00 -3.22
H -0.37 4.64 -2.32
H 4.58 4.10 -1.54
H 4.10 -0.14 2.58
H -0.38 -6.95 1.04
H 0.36 -6.25 -2.07
*
```